# 1
This record from the OMol25 dataset describes a cluster of 2 separate species, C4H10S3 in total. The level of theory is wB97M-V/def2-TZVPD.

Geometry as XYZ:
```
17
Properties=species:S:1:pos:R:3:mulliken_charge:R:1
C -0.50285 -0.87271 1.63599 -1.113
C -1.18745 -0.42049 0.31994 -0.332
C -0.73042 1.02431 0.10528 -0.797
C -0.72449 -1.19466 -0.91106 0.340
S -1.83460 -1.92752 -1.96123 -0.221
S 0.89720 -1.38321 -1.32281 -0.119
H -0.84123 -1.82660 2.10321 0.296
H -0.56021 0.00775 2.18209 0.382
H 0.48886 -0.81084 1.30399 0.318
H -2.24763 -0.48487 0.41240 0.521
H -0.98820 1.45840 -0.90145 0.298
H 0.35577 0.85139 0.14746 -0.082
H -0.95189 1.69043 0.87485 0.431
H 1.47732 -0.90229 -0.28314 0.086
S 2.73813 2.05722 -1.62080 -0.224
H 2.24824 0.78253 -1.71680 0.097
H 2.36345 1.95115 -0.36792 0.120
```

Results
net charge = 0
energy = -36814.416 eV
multiplicity = 1
orbital gap = 8.36 eV
HOMO level = -8.74 eV
LUMO = -0.382 eV
relative energy (zero: lowest compared OMol25 entry of this formula, charge and spin) = 37.3 kcal/mol

# 2
This record from the OMol25 dataset describes a cluster of 2 separate species, C3H8NOP in total. The level of theory is wB97M-V/def2-TZVPD.

Geometry as XYZ:
```
14
Properties=species:S:1:pos:R:3:mulliken_charge:R:1
C 1.51111 0.43216 0.19634 -1.055
C 0.57620 -0.68909 -0.11266 0.747
C 0.20322 -0.76624 -1.59679 -0.970
N -0.00775 -1.31796 0.75135 -0.688
H 0.86678 1.30558 0.09869 0.287
H 1.57072 0.44667 1.35767 0.307
H 2.50814 0.44787 -0.34648 0.292
H 0.43175 -1.73893 -2.03167 0.327
H 0.83540 -0.04812 -2.08252 0.281
H -0.83984 -0.47156 -1.65889 0.236
H 0.36713 -1.26684 1.69742 0.240
O -2.30220 1.50454 0.05260 -0.340
P -3.16903 1.08481 1.11981 0.318
H -2.55162 1.07712 2.55512 0.018
```

Results
net charge = 0
energy = -16065.038 eV
multiplicity = 1
orbital gap = 8.37 eV
HOMO level = -9.32 eV
LUMO = -0.949 eV
relative energy (zero: lowest compared OMol25 entry of this formula, charge and spin) = 46.5 kcal/mol

# 3
This record from the OMol25 dataset describes a structure of composition C3H3Br3I3N2. The level of theory is wB97M-V/def2-TZVPD.

Geometry as XYZ:
```
14
Properties=species:S:1:pos:R:3:mulliken_charge:R:1
C -1.95188 0.07577 -0.82778 0.039
C -1.47522 -0.33361 0.49586 -0.862
C 0.70992 -0.13468 -0.66043 0.016
N -0.13554 -0.57806 -1.54170 -0.377
N -0.08106 0.07329 0.71914 -0.183
Br -2.09424 1.94919 -0.89334 0.120
Br -1.50016 -2.32211 0.56164 0.119
Br 1.68950 1.69224 -0.83841 -0.058
I -3.43071 -0.97470 -1.81190 0.443
I -2.73952 0.35629 2.19117 0.367
I 2.19204 -1.65362 0.07803 0.202
H -0.17047 -0.09707 -2.41353 0.373
H -0.07453 1.01873 0.82290 0.349
H 0.17746 -0.53546 1.59821 0.450
```

Results
net charge = +1
energy = -240558.340 eV
multiplicity = 1
orbital gap = 7.43 eV
HOMO level = -13.11 eV
LUMO = -5.676 eV
relative energy (zero: lowest compared OMol25 entry of this formula, charge and spin) = 39.8 kcal/mol

# 4
This record from the OMol25 dataset describes the ion C3H2N3O2 with charge -1. The level of theory is wB97M-V/def2-TZVPD.

Geometry as XYZ:
```
10
Properties=species:S:1:pos:R:3:mulliken_charge:R:1
C 0.79520 0.00887 -0.92526 -0.305
C 1.29625 1.41327 -0.58963 0.204
C -1.75181 -1.09084 1.19552 0.685
N 0.13696 -0.64253 -0.07428 0.335
N 1.44661 1.93616 0.50560 -0.583
N -0.13929 -0.68162 1.08474 -0.650
O -2.28861 -0.29902 1.88621 -0.586
O -1.91292 -2.08856 0.53204 -0.608
H 0.83850 -0.27743 -1.98504 0.284
H 1.57911 1.72171 -1.62990 0.225
```

Results
net charge = -1
<S²> = 2.018
energy = -11705.661 eV
multiplicity = 3
orbital gap (alpha / beta) = 7.20 / 6.99 eV
HOMO level (alpha / beta) = -3.11 / -4.10 eV
LUMO (alpha / beta) = 4.090 / 2.893 eV

# 5
This record from the OMol25 dataset describes an isolated molecule of C3H10N2OS. The level of theory is wB97M-V/def2-TZVPD.

Geometry as XYZ:
```
17
Properties=species:S:1:pos:R:3:mulliken_charge:R:1
C -1.53944 -1.05484 0.02181 -1.254
C -0.53097 -0.03235 0.48183 0.552
C -0.85168 1.38710 0.25597 -1.419
S 1.03897 -0.32027 -0.51417 0.626
N 1.34561 -1.78571 -0.60158 -0.646
N 1.96790 0.37310 0.73308 -0.621
O 1.14300 0.65123 -1.69358 -0.613
H -1.58292 -1.91951 0.67349 0.294
H -2.44615 -0.51664 -0.04796 0.418
H -1.28265 -1.52903 -0.93747 0.257
H -0.06050 -0.20502 1.53093 0.448
H -0.70033 2.06662 1.19367 0.245
H -1.87335 1.46097 -0.04747 0.432
H -0.25978 1.80813 -0.47899 0.368
H 1.17371 -2.18060 -1.50098 0.269
H 2.86914 0.44282 0.31628 0.349
H 1.58944 1.35399 0.61515 0.296
```

Results
net charge = 0
energy = -19133.635 eV
multiplicity = 1
orbital gap = 10.50 eV
HOMO level = -9.67 eV
LUMO = 0.829 eV
relative energy (zero: lowest compared OMol25 entry of this formula, charge and spin) = 78.3 kcal/mol

# 6
This record from the OMol25 dataset describes a structure of composition C26H22F5N4O6V. The level of theory is wB97M-V/def2-TZVPD.

Geometry as XYZ:
```
64
Properties=species:S:1:pos:R:3:mulliken_charge:R:1
V -1.66455 -0.62228 1.11262 -0.992
F -3.83354 1.74838 -3.15911 -0.324
C -3.31166 1.83685 -1.93926 0.113
C -2.73243 0.70591 -1.37613 -0.347
C -2.17907 0.83392 -0.11989 1.231
C -2.19425 2.04558 0.59053 -0.067
C -2.82768 3.12517 -0.01170 0.757
F -2.89537 4.30066 0.62236 -0.330
C -3.38156 3.04575 -1.27544 -0.813
C -1.49474 2.06251 1.88235 0.306
C -1.32090 3.13932 2.73989 -0.849
C -0.55820 2.97172 3.88505 -0.500
C 0.01883 1.74193 4.17709 -1.066
C -0.22301 0.69221 3.32039 -0.173
N -0.95810 0.86149 2.21289 1.036
H -2.74228 -0.22408 -1.93028 0.632
H -3.85508 3.90604 -1.72682 0.531
H -1.76445 4.09335 2.50792 0.654
H -0.41181 3.80974 4.55353 0.473
H 0.62679 1.59324 5.05686 0.490
H 0.17800 -0.30093 3.48733 0.491
F -2.68973 -3.35081 1.21661 -0.251
C -2.89369 -3.06783 2.52542 0.698
F -1.66763 -2.73322 3.01606 -0.271
F -3.34641 -4.12154 3.13937 -0.217
C -3.79335 -1.81738 2.65026 0.319
O -4.76149 -1.76591 3.32325 -0.446
O -3.27960 -0.81013 1.91805 -0.424
O 1.27796 -2.45680 1.71529 -0.583
C 0.72468 -2.39000 0.66261 -0.034
O -0.28732 -1.45300 0.49949 0.471
C 1.00696 -3.18835 -0.54804 0.391
C 1.97589 -4.18392 -0.44478 -0.576
C 2.28482 -4.95758 -1.54892 -0.645
C 1.61340 -4.70807 -2.73139 -0.096
C 0.64925 -3.72595 -2.86121 -0.723
C 0.34427 -2.95872 -1.75125 0.006
N 1.94379 -5.53175 -3.92161 1.019
O 1.34785 -5.28220 -4.94620 -0.592
O 2.79191 -6.38363 -3.78380 -0.594
H 2.47680 -4.34211 0.50006 0.553
H 3.02794 -5.73968 -1.50869 0.527
H 0.16059 -3.57862 -3.81244 0.521
H -0.39851 -2.17747 -1.82654 0.567
C 1.18309 0.77228 -1.49414 -0.185
C 2.40797 1.40747 -2.20754 -0.895
N 2.99416 2.44072 -1.35686 -0.166
C 2.01391 3.50483 -1.15557 -0.970
C 0.70791 2.91008 -0.55985 -0.577
N 0.89855 1.48912 -0.24553 0.777
C 2.05402 1.35513 0.64891 -0.595
C 3.34055 1.85787 -0.06273 -0.920
H 1.37536 -0.27493 -1.24555 -0.259
H 0.28840 0.80673 -2.12255 0.569
H 2.12148 1.86745 -3.15464 0.259
H 3.17166 0.65865 -2.42344 0.406
H 1.82417 3.99148 -2.11334 0.344
H 2.45053 4.25020 -0.48879 0.325
H -0.12289 2.98853 -1.26679 0.340
H 0.41725 3.43472 0.35565 0.324
H 2.14491 0.30630 0.94710 0.233
H 1.84892 1.93737 1.55265 0.475
H 4.04330 1.04063 -0.23285 0.307
H 3.85342 2.61357 0.53412 0.340
```

Results
net charge = +1
<S²> = 0.761
energy = -84831.428 eV
multiplicity = 2
orbital gap (alpha / beta) = 5.28 / 5.71 eV
HOMO level (alpha / beta) = -10.51 / -10.51 eV
LUMO (alpha / beta) = -5.233 / -4.806 eV
relative energy (zero: lowest compared OMol25 entry of this formula, charge and spin) = 0.0 kcal/mol